Computed, not measured: a cluster of 13 separate species, C36H103N5O21 in total at a distorted geometry, with ωB97M-V with the def2-TZVPD basis set.

The LUMO energy comes out at 0.0 eV. As for the spin multiplicity: 1. For the energy above the lowest of the compared OMol25 structures with the same formula, charge and spin, the calculation gives 144.5 kcal per mole. Its net charge is 0. The value obtained for the HOMO-LUMO gap is 9.02 eV.

```
165
Properties=species:S:1:pos:R:3:forces:R:3
C -24.2710 4.5788 36.2315 -0.30 0.20 -0.13
C -25.3221 4.8905 35.1511 -1.10 -0.38 0.25
C -26.8396 4.6639 35.5419 1.96 -0.79 -0.31
O -26.9771 3.3154 35.9678 -0.87 0.43 0.53
C -27.3276 3.1754 37.3463 0.70 -0.47 -0.73
N -25.1544 6.2667 34.7220 0.23 0.31 -0.46
H -24.0741 3.5193 36.3954 -0.32 -0.02 0.02
H -24.5267 5.0601 37.1754 -0.09 -0.06 0.16
H -23.3366 5.0364 35.9065 0.00 -0.04 -0.07
H -25.1655 4.2001 34.3222 0.26 0.19 -0.21
H -27.4992 4.7758 34.6814 0.19 0.31 -0.22
H -27.0954 5.4297 36.2742 -0.26 -0.20 0.45
H -27.8601 2.2314 37.4610 -0.19 0.12 -0.02
H -27.9303 4.0196 37.6814 0.02 -0.10 0.20
H -26.3847 3.0729 37.8835 -0.12 0.30 0.57
H -25.7697 6.8651 35.2542 -0.08 0.21 0.08
H -25.4238 6.3752 33.7547 -0.05 0.11 -0.09
C -22.8053 10.7769 30.0063 1.03 -0.36 -1.05
C -23.3453 12.1903 30.0198 0.87 -1.36 -0.13
C -23.1930 12.9402 28.7263 -1.35 0.07 0.61
O -21.8460 13.1592 28.5815 0.81 0.37 -1.53
C -21.5115 13.8237 27.3531 1.01 -0.62 0.94
N -24.7124 12.0552 30.4191 -1.45 1.23 0.65
H -23.3001 10.1872 29.2345 -0.54 -0.14 0.12
H -22.9686 10.3318 30.9878 0.24 -0.17 -0.10
H -21.7671 10.7002 29.6832 0.32 0.15 0.50
H -22.6652 12.7527 30.6595 -0.71 0.25 0.84
H -23.7299 13.8818 28.8414 -0.18 0.40 -0.02
H -23.6851 12.4302 27.8981 0.22 -0.39 -0.45
H -21.9932 14.7958 27.2480 -0.05 0.06 0.10
H -21.6732 13.2170 26.4621 -0.46 -0.20 0.03
H -20.4293 13.9008 27.4585 -0.01 0.56 -0.34
H -25.2149 11.4918 29.7481 -0.05 0.10 -0.43
H -24.8087 11.5101 31.2639 0.25 0.15 0.30
C -25.2714 17.7731 26.0639 1.04 -1.39 -1.15
C -26.1060 16.9760 25.0230 0.50 1.74 0.99
C -25.7106 15.5299 24.9037 -0.70 -0.25 -0.17
O -24.5077 15.3723 24.1757 -0.61 -1.42 0.42
C -24.5304 14.0530 23.6013 1.51 0.91 -1.38
N -27.5052 17.1067 25.3276 -1.19 -0.53 0.20
H -25.1474 17.2218 26.9960 -0.53 0.18 0.30
H -25.5988 18.8051 26.1893 0.04 -0.18 0.03
H -24.2766 17.7065 25.6234 0.44 0.70 0.21
H -25.9113 17.4726 24.0724 -0.12 -0.23 -0.28
H -26.5172 14.9868 24.4113 -0.24 0.24 -0.56
H -25.6999 15.0047 25.8588 0.55 0.19 0.60
H -25.2561 14.0027 22.7896 -0.51 -0.05 0.27
H -24.5832 13.1693 24.2371 -0.33 0.41 0.63
H -23.5782 13.9863 23.0749 0.20 -0.17 0.09
H -27.7883 18.0735 25.4004 0.16 0.29 -0.45
H -27.6368 16.8067 26.2830 -0.20 -0.48 0.27
C -12.7509 7.2671 28.1715 -0.28 0.25 1.17
C -13.3984 8.4477 27.4385 -0.12 -0.21 -0.78
C -13.8394 9.6826 28.2546 0.57 -0.10 0.33
O -14.3031 10.7514 27.4409 -1.13 0.75 0.21
C -15.0064 11.8157 28.2126 1.50 -1.40 -0.70
N -12.4332 8.8296 26.3969 0.38 0.42 0.39
H -11.7438 7.5261 28.4984 0.07 0.13 0.21
H -12.6413 6.3459 27.5993 -0.22 0.35 -0.55
H -13.3170 6.9685 29.0538 -0.07 0.11 0.17
H -14.2828 8.0180 26.9681 -0.27 0.30 -0.25
H -12.9718 10.0881 28.7752 0.32 -0.25 0.52
H -14.5874 9.3784 28.9867 -0.23 0.02 0.15
H -15.5059 12.4860 27.5131 -0.34 -0.58 -0.04
H -14.2907 12.4572 28.7267 0.29 -0.20 0.24
H -15.6242 11.2990 28.9471 -0.44 0.41 -0.13
H -12.3541 9.8364 26.4115 -0.57 0.50 -0.63
H -11.5439 8.6240 26.8292 0.53 -0.48 -0.31
C -21.6403 17.6577 20.2519 -0.38 1.35 -0.59
C -20.8153 18.1379 21.4621 -0.66 -0.51 -0.29
C -21.3691 19.4699 22.0884 0.20 0.29 -1.72
O -21.2788 20.6753 21.1709 -0.10 -1.72 1.97
C -19.9837 21.2746 21.1388 -0.51 -1.01 -1.35
N -20.7245 17.0199 22.4632 0.44 0.90 -0.25
H -21.2561 16.7888 19.7176 0.16 -0.23 0.49
H -21.6686 18.4324 19.4856 0.26 0.31 -0.09
H -22.7053 17.5393 20.4515 0.00 -0.42 0.49
H -19.8150 18.3170 21.0678 0.24 0.01 0.34
H -20.8929 19.6799 23.0461 0.11 0.07 -0.04
H -22.4365 19.3008 22.2309 -0.05 0.35 0.12
H -20.0443 21.9998 20.3272 0.01 0.36 0.33
H -19.3181 20.5089 20.7404 0.65 0.06 0.37
H -19.6100 21.7171 22.0621 -0.25 -0.09 0.17
H -20.4839 16.2022 21.9213 0.43 -0.18 -0.07
H -21.6313 16.7511 22.8174 -0.47 0.45 0.18
C -17.0770 12.5040 33.0843 0.81 -0.82 0.11
C -18.4342 12.8949 32.4776 0.99 -1.73 -0.61
O -19.0187 13.9679 33.0828 -0.59 1.75 1.00
O -15.9933 13.3525 32.7290 -0.25 1.13 -0.30
H -16.7149 11.5142 32.8064 -0.90 -0.47 -0.65
H -17.1131 12.3781 34.1664 -0.53 0.64 0.32
H -19.1036 12.0450 32.6109 0.08 -0.45 0.10
H -18.3694 13.0202 31.3968 0.38 0.09 -0.15
H -19.2509 14.6555 32.4544 0.14 0.02 0.02
H -15.1620 12.8767 32.7938 -0.16 -0.05 0.08
C -29.2847 13.2319 28.1179 0.08 1.14 0.75
C -28.6696 14.2911 29.1220 -0.47 0.32 -0.26
O -29.4698 15.5049 29.1680 -0.50 -0.96 -0.49
O -28.5655 12.0064 28.0935 0.44 0.26 0.18
H -29.3296 13.6428 27.1093 -0.01 0.31 0.00
H -30.2936 12.9745 28.4401 -0.25 0.56 0.13
H -27.6871 14.6848 28.8617 0.37 -0.95 -0.32
H -28.6389 13.8668 30.1256 0.13 -0.29 -0.04
H -29.0789 16.0895 29.8215 0.06 -0.07 0.06
H -29.0704 11.4719 27.4762 0.22 -0.32 0.00
C -23.1500 10.7183 35.8733 2.30 -0.46 1.06
C -22.5872 11.4562 37.0949 0.28 1.89 -2.83
O -23.1829 11.1932 38.2744 -1.30 -0.67 2.15
O -22.3792 9.4797 35.9457 -1.48 -0.06 -0.66
H -22.8937 11.2620 34.9639 0.08 -0.03 -0.09
H -24.2290 10.5641 35.8749 -0.06 -0.08 0.32
H -22.6765 12.5119 36.8385 -0.30 0.54 0.35
H -21.5071 11.3293 37.1679 0.12 -0.57 -0.28
H -23.7868 10.4534 38.1759 0.06 -0.08 0.14
H -23.0327 8.7861 35.8300 0.28 -0.55 -0.20
C -15.3510 19.2516 25.0762 -0.90 -0.35 -1.20
C -16.4583 18.5649 24.1749 1.24 -0.22 0.54
O -16.9877 17.3602 24.7094 0.03 0.07 0.57
O -15.8042 19.9330 26.1846 -0.96 0.39 1.79
H -14.8178 20.0004 24.4906 0.28 -0.43 -0.73
H -14.6469 18.5241 25.4800 -0.06 -0.26 -0.42
H -15.9519 18.2551 23.2608 0.11 0.56 -0.43
H -17.3264 19.1900 23.9659 0.39 0.73 -0.11
H -17.7904 17.2364 24.1976 -0.24 -0.45 0.19
H -16.2807 20.7333 25.9519 0.00 -0.07 -0.20
C -24.0968 16.6904 32.6243 -0.15 0.96 -0.51
C -23.9060 17.8689 33.6378 -0.57 -0.87 0.03
O -25.0632 18.7550 33.6825 0.54 -1.17 -0.64
O -24.9797 15.6771 33.0652 -0.35 0.43 0.93
H -23.1542 16.2233 32.3387 0.49 0.28 0.47
H -24.4435 17.1538 31.7006 -0.37 0.07 -0.20
H -22.9973 18.4118 33.3775 -0.04 0.09 -0.30
H -23.7119 17.3973 34.6011 -0.22 0.14 0.32
H -24.9392 19.5005 34.2745 0.42 -0.20 0.12
H -25.1368 15.0001 32.4030 0.27 0.17 -0.28
C -16.8472 17.8650 30.1658 -0.52 -2.03 -0.27
C -18.3098 17.3978 29.9913 0.95 0.55 -0.66
O -19.0483 17.6400 31.1333 -1.11 -0.12 1.00
O -16.2022 17.2519 31.2841 0.32 1.28 0.20
H -16.7928 18.9487 30.2698 0.00 -0.07 0.36
H -16.3383 17.6041 29.2379 0.27 0.08 -0.18
H -18.4309 16.3438 29.7414 0.49 -0.26 0.35
H -18.7338 17.8796 29.1103 -0.03 0.45 -0.19
H -19.1125 18.5842 31.2946 0.09 0.05 0.01
H -16.3042 16.3071 31.4205 -0.45 -0.07 -0.60
C -28.6203 10.4431 34.0268 -1.14 -2.45 0.90
C -29.0302 9.5096 32.8470 0.49 0.95 -0.39
O -28.0991 8.5120 32.4677 0.92 -0.03 0.75
O -28.7814 9.7474 35.2910 0.76 0.08 -0.05
H -29.3332 11.2673 34.0538 0.38 0.37 -0.46
H -27.5710 10.7379 34.0267 -0.21 0.17 -0.39
H -29.0995 10.2089 32.0138 -0.55 0.07 -0.33
H -29.9743 8.9977 33.0332 -0.33 0.51 0.27
H -28.4482 7.9934 31.7391 -0.16 0.15 0.03
H -29.7007 9.6697 35.5563 -0.09 0.16 -0.32
C -24.0413 7.6049 25.6289 -0.52 0.93 -0.18
C -24.2755 7.4458 24.1165 0.50 -1.03 1.14
O -23.1376 7.6985 23.3440 0.11 0.79 -0.65
O -23.2048 6.6312 26.1973 0.29 -0.53 -0.19
H -25.0157 7.6018 26.1174 -0.26 -0.02 0.11
H -23.5631 8.5463 25.8998 -0.06 0.20 -0.38
H -25.1340 8.0118 23.7550 0.33 0.38 0.01
H -24.5426 6.3950 24.0048 -0.33 -0.36 -0.15
H -22.3973 7.1494 23.6126 -0.13 -0.16 0.28
H -23.7037 5.8128 26.2513 0.08 -0.20 0.03
```
Forces are in eV/Å.